Entry 1:
ORCA calculation (ωB97M-V with the def2-TZVPD basis set) on a cluster of 2 separate species, C4H9NO2 in total.

Values from the calculation:
HOMO   -9.59 eV
Strongest force on any atom   0.4 eV/A
2S+1   1
Energy   -363.0024 Ha
Structure (SMILES)   C1CO1.CNC=O
ΔE to the lowest compared entry with this formula, charge and spin   2.263 eV
Lowest unoccupied orbital energy   1.016 eV
Frontier orbital gap   10.60 eV

Geometry (Å):
C 2.181 -0.264 0.912
C 2.365 0.376 -0.388
O 1.649 -0.851 -0.283
H 1.424 0.144 1.579
H 3.001 -0.824 1.355
H 1.759 1.245 -0.632
H 3.319 0.298 -0.905
C -2.249 -0.857 -1.015
N -1.216 -0.294 -0.178
C -1.441 0.638 0.771
O -0.584 1.149 1.477
H -2.114 -0.578 -2.067
H -2.264 -1.950 -0.943
H -3.223 -0.482 -0.686
H -0.245 -0.586 -0.305
H -2.511 0.911 0.860



Entry 2:
ORCA calculation (ωB97M-V with the def2-TZVPD basis set) on the molecule C4H12N2O.

Values from the calculation:
HOMO   -8.74 eV
Strongest force on any atom   0.8 eV/A
2S+1   1
Energy   -344.3214 Ha
Structure (SMILES)   NCCNCCO
ΔE to the lowest compared entry with this formula, charge and spin   1.731 eV
Lowest unoccupied orbital energy   1.007 eV
Frontier orbital gap   9.75 eV

Geometry (Å):
N -0.766 -2.595 -0.213
C 0.465 -1.879 -0.571
C 0.768 -0.798 0.457
N -0.292 0.168 0.629
C -0.363 1.189 -0.415
C -0.014 2.616 0.076
O 0.240 2.705 1.468
H -0.564 -3.378 0.396
H -1.190 -3.006 -1.041
H 1.317 -2.561 -0.638
H 0.336 -1.388 -1.535
H 1.684 -0.281 0.160
H 1.044 -1.225 1.429
H -1.172 -0.336 0.607
H -1.334 1.153 -0.908
H 0.334 0.965 -1.234
H 0.891 2.963 -0.407
H -0.832 3.284 -0.187
H -0.551 2.405 1.925



Entry 3:
ORCA calculation (ωB97M-V with the def2-TZVPD basis set) on the ion C3H8N3 with charge +1.

Values from the calculation:
HOMO   -13.57 eV
Strongest force on any atom   5.1 eV/A
2S+1   1
Energy   -282.9897 Ha
Structure (SMILES)   [H]/N=N/C[NH+]1CC1
ΔE to the lowest compared entry with this formula, charge and spin   4.737 eV
Lowest unoccupied orbital energy   -3.603 eV
Total charge   +1
Frontier orbital gap   9.97 eV

Geometry (Å):
H -3.183 1.496 0.647
N -2.896 0.666 0.228
N -1.659 0.633 0.083
C -0.962 -0.652 -0.389
N 0.506 -0.560 0.080
C 1.711 -0.108 -0.563
C 1.298 0.608 0.678
H -1.305 -1.584 0.075
H -1.130 -0.680 -1.489
H 0.756 -1.462 0.590
H 1.615 0.274 -1.563
H 2.508 -0.742 -0.543
H 1.960 0.600 1.599
H 0.782 1.512 0.568



Copy entry 1 word for word.
ORCA calculation (ωB97M-V with the def2-TZVPD basis set) on a cluster of 2 separate species, C4H9NO2 in total.

Values from the calculation:
HOMO   -9.59 eV
Strongest force on any atom   0.4 eV/A
2S+1   1
Energy   -363.0024 Ha
Structure (SMILES)   C1CO1.CNC=O
ΔE to the lowest compared entry with this formula, charge and spin   2.263 eV
Lowest unoccupied orbital energy   1.016 eV
Frontier orbital gap   10.60 eV

Geometry (Å):
C 2.181 -0.264 0.912
C 2.365 0.376 -0.388
O 1.649 -0.851 -0.283
H 1.424 0.144 1.579
H 3.001 -0.824 1.355
H 1.759 1.245 -0.632
H 3.319 0.298 -0.905
C -2.249 -0.857 -1.015
N -1.216 -0.294 -0.178
C -1.441 0.638 0.771
O -0.584 1.149 1.477
H -2.114 -0.578 -2.067
H -2.264 -1.950 -0.943
H -3.223 -0.482 -0.686
H -0.245 -0.586 -0.305
H -2.511 0.911 0.860